17
Properties=species:S:1:pos:R:3 method="wB97M-V/def2-TZVPD" lumo_energy_ev=0.70 e_homo_ev=-8.372 e_above_lowest_kcal_mol=66.65 homo_lumo_gap_ev=9.0760
C -2.019 -1.908 -0.623
C -0.846 -2.673 -0.547
C -1.697 -0.682 -0.171
C 0.131 -1.844 -0.121
C 1.614 2.751 0.473
N -0.433 -0.640 0.218
N 0.200 0.443 0.614
P 1.478 1.112 -0.284
H -2.825 -2.384 -1.068
H -0.785 -3.530 -1.058
H -2.364 0.208 -0.193
H 1.110 -2.103 0.254
H 2.279 3.505 0.073
H 2.004 2.656 1.480
H 0.621 3.204 0.548
H 0.777 0.033 1.699
H 0.756 1.853 -1.295

=====

17
Properties=species:S:1:pos:R:3 method="wB97M-V/def2-TZVPD" smiles="CC1=CCN=C1NN" lumo_energy_ev=0.81 e_homo_ev=-8.778 e_above_lowest_kcal_mol=47.69 homo_lumo_gap_ev=9.5911
C -1.443 -0.974 -0.545
C -0.608 0.224 -0.084
C -1.059 1.365 0.466
C 0.151 2.162 0.897
N 1.319 1.400 0.370
C 0.842 0.334 -0.089
N 1.621 -0.691 -0.605
N 1.368 -2.026 -0.487
H -1.235 -1.892 0.082
H -1.104 -1.222 -1.578
H -2.464 -0.644 -0.439
H -2.115 1.653 0.623
H 0.184 3.261 0.578
H 0.218 2.105 2.022
H 2.597 -0.426 -0.328
H 0.842 -2.224 0.428
H 0.886 -2.403 -1.312

=====

17
Properties=species:S:1:pos:R:3 method="wB97M-V/def2-TZVPD" lumo_energy_ev=0.37 e_homo_ev=-8.126 e_above_lowest_kcal_mol=205.44 homo_lumo_gap_ev=8.4933
C -3.122 0.894 -0.224
C -2.055 -0.132 -0.048
C 0.348 -0.699 -0.472
C 2.518 0.805 0.450
C 3.128 -0.489 -0.158
H -2.521 1.972 -0.964
H -3.926 0.204 -0.679
H -3.385 1.102 1.049
H -1.712 -1.924 0.579
H 0.201 -1.558 -1.000
H 2.300 0.581 1.520
H 2.539 2.027 0.149
H 3.287 -1.272 0.903
H 3.917 -0.426 -1.181
N -2.466 -1.290 0.399
N -0.576 0.312 -0.018
N 1.526 -0.106 -0.306

=====

17
Properties=species:S:1:pos:R:3 method="wB97M-V/def2-TZVPD" lumo_energy_ev="-0.01 / -0.01" e_homo_ev="-7.136 / -7.135" e_above_lowest_kcal_mol=108.62 homo_lumo_gap_ev="7.1219 / 7.1204"
C 1.925 -1.494 -0.784
C 0.655 -0.723 -0.730
N -0.086 -0.214 -1.586
H 2.202 -1.670 -1.822
H 2.734 -0.937 -0.301
H 1.816 -2.450 -0.265
C -1.100 0.647 -0.126
N -2.282 -0.075 -0.250
C 0.665 0.001 1.732
C -1.038 1.979 0.103
N 0.068 -0.232 0.634
H -3.115 0.492 -0.174
H -2.358 -0.663 -1.068
H 0.377 0.837 2.360
H 1.529 -0.569 2.057
H -0.137 2.465 0.446
H -1.857 2.603 -0.224

=====

17
Properties=species:S:1:pos:R:3 method="wB97M-V/def2-TZVPD" lumo_energy_ev=1.02 e_homo_ev=-8.092 e_above_lowest_kcal_mol=94.49 homo_lumo_gap_ev=9.1112
C -2.944 -0.861 0.378
C -2.117 -0.677 -0.642
N -0.391 -0.927 -0.497
C -0.126 0.208 -0.087
N -0.511 1.469 0.176
C 1.707 0.019 -0.003
C 2.445 0.901 -0.677
N 2.145 -0.949 0.872
H -2.579 -0.895 1.402
H -4.015 -0.987 0.231
H -2.450 -0.652 -1.677
H -1.494 1.652 0.311
H 0.199 2.120 0.480
H 1.999 1.619 -1.354
H 3.529 0.932 -0.573
H 1.496 -1.729 0.925
H 3.106 -1.245 0.734

=====

17
Properties=species:S:1:pos:R:3 method="wB97M-V/def2-TZVPD" lumo_energy_ev=0.17 e_homo_ev=-8.606 e_above_lowest_kcal_mol=195.87 homo_lumo_gap_ev=8.7769
C -1.289 1.034 1.716
C 1.277 1.190 -0.970
C -0.870 -0.389 -0.198
C 0.343 -1.307 -0.767
C 1.524 -1.363 -0.210
H -1.668 2.515 1.620
H -2.188 0.321 1.773
H -0.802 0.872 3.039
H 0.959 0.379 -1.614
H 2.089 1.963 -1.625
H -1.931 -1.503 -1.232
H 0.093 -1.929 -1.602
H 2.324 -0.745 0.394
H 2.036 -2.165 -0.781
N -0.462 0.642 0.633
N 0.634 1.342 0.227
N -2.069 -0.858 -0.401

=====

17
Properties=species:S:1:pos:R:3 method="wB97M-V/def2-TZVPD" smiles="C1NC[C@@H]2CNN=C12" lumo_energy_ev=1.06 e_homo_ev=-7.607 e_above_lowest_kcal_mol=128.95 homo_lumo_gap_ev=8.6622
C -1.474 1.146 0.088
N -2.033 -0.123 -0.081
C -1.151 -1.157 0.369
C -0.017 -0.751 -0.520
C 1.462 -0.955 0.022
N 2.115 0.176 -0.004
N 1.267 1.270 0.090
C 0.064 0.720 -0.186
H -1.377 1.584 1.075
H -1.911 1.920 -0.523
H -3.166 -0.316 0.144
H -1.445 -2.004 -0.138
H -0.599 -1.092 1.361
H -0.578 -0.452 -1.560
H 1.857 -1.766 -0.554
H 1.481 -1.526 1.067
H 2.994 0.377 0.454

=====

17
Properties=species:S:1:pos:R:3 method="wB97M-V/def2-TZVPD" smiles="C=C1CNC(CN)=N1" lumo_energy_ev=0.77 e_homo_ev=-8.402 e_above_lowest_kcal_mol=36.67 homo_lumo_gap_ev=9.1768
C 2.511 -1.310 -0.213
C 1.494 -0.459 0.053
C 1.599 0.978 0.170
N 0.184 1.441 -0.176
C -0.575 0.243 -0.064
C -2.040 0.295 -0.330
N -2.822 -0.913 0.115
N 0.085 -0.862 0.043
H 3.411 -0.898 -0.036
H 2.340 -2.340 -0.344
H 1.853 1.352 1.211
H 2.240 1.332 -0.605
H -0.096 2.238 0.433
H -2.588 1.130 0.040
H -2.176 0.362 -1.461
H -3.269 -0.868 1.034
H -2.152 -1.721 0.129

=====

17
Properties=species:S:1:pos:R:3 method="wB97M-V/def2-TZVPD" smiles=Cc1[nH]nc(N)c1C lumo_energy_ev=0.96 e_homo_ev=-7.619 e_above_lowest_kcal_mol=38.54 homo_lumo_gap_ev=8.5780
C -1.250 1.759 0.787
C -0.142 0.783 0.609
N 1.015 0.887 1.308
N 1.373 -0.481 1.400
C 0.995 -1.008 0.212
N 1.485 -2.223 -0.199
C -0.003 -0.221 -0.370
C -0.782 -0.461 -1.617
H -1.180 2.267 1.748
H -2.213 1.257 0.704
H -1.205 2.518 0.002
H 1.071 1.399 2.178
H 2.335 -2.500 0.268
H 1.478 -2.385 -1.195
H -0.248 -0.101 -2.500
H -0.975 -1.526 -1.753
H -1.753 0.035 -1.582

=====

17
Properties=species:S:1:pos:R:3 method="wB97M-V/def2-TZVPD" lumo_energy_ev=0.57 e_homo_ev=-8.310 e_above_lowest_kcal_mol=198.05 homo_lumo_gap_ev=8.8813
C 1.877 0.299 -0.659
C 1.868 -1.066 -0.062
C -1.348 -0.172 0.692
C -2.615 0.207 -0.032
C -3.764 0.487 -0.475
H 2.000 2.555 -0.231
H 1.865 1.271 1.500
H 2.618 0.356 -1.557
H 0.750 0.521 -0.841
H 2.778 -1.678 -0.036
H -1.137 -1.710 -0.348
H -0.606 0.615 0.994
H -1.721 -0.629 1.780
H -4.832 0.111 -0.732
N 2.100 1.427 0.211
N 0.764 -1.654 0.108
N -0.597 -0.939 -0.310

=====

17
Properties=species:S:1:pos:R:3 method="wB97M-V/def2-TZVPD" total_charge=+2 lumo_energy_ev="-11.19 / -11.05" e_homo_ev="-20.003 / -19.775" e_above_lowest_kcal_mol=127.19 homo_lumo_gap_ev="8.8142 / 8.7209"
C 1.981 0.469 -0.507
C 0.742 0.138 0.317
C -0.490 0.049 -1.690
C -1.452 -0.140 -2.620
C -0.172 -0.135 2.579
N 1.976 0.616 -1.734
N -0.394 -0.064 -0.384
N 0.803 0.086 1.641
H 2.829 0.613 0.107
H -0.925 -0.714 -3.319
H -1.830 0.803 -3.184
H -2.323 -0.693 -2.375
H 0.111 -0.893 3.298
H -0.289 0.851 3.238
H -1.179 -0.577 2.195
H -1.111 -0.336 0.394
H 1.721 -0.074 2.043

=====

18
Properties=species:S:1:pos:R:3 method="wB97M-V/def2-TZVPD" smiles="N/N=C1/CN[C@H]2[C@@H](O)[C@@H]12" lumo_energy_ev=0.94 e_homo_ev=-8.011 e_above_lowest_kcal_mol=119.55 homo_lumo_gap_ev=8.9503
N -1.498 1.683 -1.501
N -1.344 0.366 -1.608
C -0.620 -0.155 -0.656
C -0.205 -1.654 -0.549
N 0.745 -1.537 0.428
C 0.351 -0.509 1.401
C 1.199 0.842 1.144
O 2.243 0.560 0.352
C -0.243 0.660 0.566
H -0.670 2.381 -1.262
H -2.200 2.006 -2.382
H -1.149 -2.099 -0.359
H 0.294 -1.963 -1.551
H 0.939 -2.391 0.838
H -0.048 -0.771 2.397
H 1.375 1.705 1.789
H 1.978 -0.376 -0.064
H -1.144 1.251 1.017

=====

18
Properties=species:S:1:pos:R:3 method="wB97M-V/def2-TZVPD" lumo_energy_ev="0.85 / 0.08" e_homo_ev="-7.676 / -7.265" e_above_lowest_kcal_mol=159.35 homo_lumo_gap_ev="8.5308 / 7.3438"
C 0.026 1.507 -0.564
N -0.037 0.307 0.263
C 0.040 -0.876 -0.126
C 2.333 -0.290 0.033
N 2.804 -0.930 1.120
C -2.230 -0.060 0.391
C -3.088 0.561 -0.384
N -0.163 -2.075 -0.223
O 2.981 0.267 -0.811
H 3.791 -0.874 1.358
H 2.162 -1.294 1.802
H 0.615 -2.696 -0.408
H -2.464 -0.652 1.270
H -0.548 2.289 -0.074
H -0.377 1.324 -1.560
H 1.063 1.831 -0.649
H -2.744 1.130 -1.246
H -4.163 0.529 -0.194

=====

18
Properties=species:S:1:pos:R:3 method="wB97M-V/def2-TZVPD" smiles="[H]/N=N/C(=C)CC(=O)NC" lumo_energy_ev=0.19 e_homo_ev=-9.088 e_above_lowest_kcal_mol=56.83 homo_lumo_gap_ev=9.2825
H 1.066 -2.008 2.887
N 1.223 -1.418 2.056
N 0.377 -1.695 1.189
C 0.422 -1.135 -0.062
C 1.538 -1.161 -0.805
C -0.931 -0.735 -0.586
C -1.563 0.322 0.316
O -2.503 0.084 1.044
N -1.011 1.554 0.269
C 0.098 1.996 -0.540
H 1.525 -0.926 -1.855
H 2.468 -1.499 -0.382
H -1.592 -1.603 -0.564
H -0.843 -0.366 -1.607
H -1.436 2.225 0.891
H -0.114 1.862 -1.603
H 1.010 1.448 -0.294
H 0.266 3.054 -0.355

=====

18
Properties=species:S:1:pos:R:3 method="wB97M-V/def2-TZVPD" lumo_energy_ev=-0.11 e_homo_ev=-8.282 e_above_lowest_kcal_mol=152.23 homo_lumo_gap_ev=8.1764
C -1.922 -0.995 -0.197
C -2.885 -0.136 0.140
C -0.550 -0.503 -0.454
C 0.465 -1.624 -0.110
C 1.303 2.540 0.118
N -2.712 1.221 -0.051
N -1.655 1.764 -0.129
N -0.260 0.701 0.248
O 0.803 1.313 -0.527
H -1.961 -2.027 0.153
H -3.898 -0.417 0.498
H -0.254 -0.239 -1.544
H 0.113 -2.283 0.822
H 1.458 -1.082 0.219
H 0.705 -2.245 -1.048
H 0.478 3.250 0.247
H 2.166 2.845 -0.457
H 1.683 2.421 1.245